(1)
DFT (wB97M-V/def2-TZVPD) results for a cluster of 2 separate species, C4H11NO in total in a non-equilibrium geometry.

CARTESIAN COORDINATES (ANGSTROEM)
C -0.997 0.334 2.176
C -1.382 0.525 0.828
N -0.391 1.187 0.022
O -2.331 0.028 0.251
H -1.943 -0.173 2.506
H -0.721 1.268 2.689
H -0.135 -0.370 2.437
H -0.589 1.315 -0.880
H 0.433 1.748 0.332
C 0.595 -0.678 -1.988
C 1.357 -0.817 -0.674
H 0.855 0.352 -2.288
H 1.018 -1.355 -2.735
H -0.460 -0.889 -1.992
H 0.788 -1.394 0.163
H 2.355 -1.290 -0.604
H 1.548 0.209 -0.243

Its HOMO energy is -9.8 eV. Its multiplicity is 1. As for the total energy: -288.95891 Ha. The frontier orbital gap is 10.61 eV. As for the structure (SMILES): CC(N)=O.CC. For the relative energy (zero: lowest compared OMol25 entry of this formula, charge and spin), the calculation gives 1.581 eV. As for the charge: 0.

***

(2)
DFT (wB97M-V/def2-TZVPD) results for a cluster of 8 separate species, C10H35ClNO11 in total in a non-equilibrium geometry.

CARTESIAN COORDINATES (ANGSTROEM)
Cl 0.298 -0.992 -1.584
O -0.951 -0.349 -2.063
O 0.084 -2.252 -0.929
O 1.102 -1.230 -2.751
O 0.992 -0.127 -0.637
O -2.457 -1.494 0.435
H -1.848 -1.198 1.111
H -1.945 -1.477 -0.373
O -0.628 -0.728 2.359
H 0.108 -0.328 1.896
H -0.352 -0.749 3.275
O 1.716 2.109 -3.105
H 0.780 1.922 -3.026
H 2.145 1.374 -2.667
C -3.948 2.364 0.554
C -3.896 2.726 -0.933
C -2.579 3.336 -1.325
O -2.427 3.659 -2.682
C -1.288 4.427 -2.958
N -3.890 1.392 -1.609
H -4.885 1.840 0.745
H -3.858 3.230 1.210
H -3.187 1.623 0.801
H -4.760 3.305 -1.261
H -1.863 2.737 -0.763
H -2.399 4.221 -0.716
H -1.414 4.719 -4.001
H -0.418 3.778 -2.869
H -1.152 5.213 -2.215
H -3.719 1.611 -2.580
H -2.926 1.128 -1.463
C 3.979 -2.797 1.975
C 3.726 -2.916 0.517
O 3.956 -1.848 -0.317
H 3.889 -1.764 2.309
H 4.965 -3.211 2.188
H 3.334 -3.508 2.491
H 2.700 -3.268 0.413
H 4.389 -3.719 0.194
H 3.099 -1.599 -0.670
C 0.689 3.264 0.405
C 1.507 3.320 1.747
O 1.767 4.541 2.330
H -0.274 3.759 0.531
H 0.653 2.206 0.144
H 1.153 3.730 -0.465
H 2.470 2.818 1.649
H 0.838 2.743 2.385
H 2.006 4.402 3.249
C 0.463 -6.740 1.187
C 0.798 -5.401 0.743
O -0.097 -4.557 1.373
H 1.069 -7.494 0.686
H -0.550 -6.889 0.810
H 0.620 -6.760 2.265
H 0.669 -5.276 -0.332
H 1.747 -5.177 1.231
H 0.001 -3.648 1.082

Its HOMO energy (spin up / spin down) is -9.3 / -9.3 eV. Its multiplicity is 2. As for the total energy: -1744.07598 Ha. The frontier orbital gap (spin up / spin down) is 9.12 / 2.91 eV. As for the expectation value of S²: 0.754. As for the charge: 0.

***

(3)
DFT (wB97M-V/def2-TZVPD) results for a structure of composition C5H13O2Tl in a non-equilibrium geometry.

CARTESIAN COORDINATES (ANGSTROEM)
Tl 0.974 -0.918 2.424
C -1.611 3.201 2.986
C -2.254 1.946 2.613
O -1.453 0.786 2.528
H -2.296 3.897 3.469
H -1.154 3.768 2.175
H -0.727 3.098 3.615
H -2.746 2.027 1.644
H -3.100 1.800 3.285
C 2.028 -2.367 -2.584
C 1.354 -1.271 -1.872
C -0.063 -1.158 -2.235
O 1.423 -1.561 -0.462
H 1.467 -3.296 -2.686
H 2.952 -2.521 -2.027
H 2.230 -1.998 -3.590
H 1.771 -0.270 -1.978
H -0.031 -0.620 -3.182
H -0.584 -0.535 -1.507
H -0.502 -2.152 -2.309
H 2.323 -1.856 -0.307

Its HOMO energy is -17.0 eV. Its multiplicity is 1. As for the total energy: -520.38542 Ha. The frontier orbital gap is 2.58 eV. For the relative energy (zero: lowest compared OMol25 entry of this formula, charge and spin), the calculation gives 2.672 eV. As for the charge: +2.

***

(4)
DFT (wB97M-V/def2-TZVPD) results for a cluster of 2 separate species, C5H11BrN in total in a non-equilibrium geometry.

CARTESIAN COORDINATES (ANGSTROEM)
C 2.114 -2.238 -0.043
C 1.191 -1.773 0.759
C -0.731 1.240 0.949
C -1.055 -0.673 -0.761
C -1.083 0.900 -0.591
N -0.381 1.603 -1.525
Br -0.641 -1.585 -2.237
H 3.068 -2.704 0.426
H 1.852 -2.284 -1.023
H 1.123 -1.953 1.871
H 0.332 0.776 1.023
H -1.334 0.736 1.734
H -0.857 2.436 1.200
H -1.863 -1.131 -0.117
H -2.155 0.878 -0.712
H -0.026 2.527 -1.135
H -0.846 1.713 -2.444
H 0.169 -1.309 0.406

Its HOMO energy is -14.2 eV. Its multiplicity is 1. As for the total energy: -2825.45011 Ha. The frontier orbital gap is 7.76 eV. For the relative energy (zero: lowest compared OMol25 entry of this formula, charge and spin), the calculation gives 5.089 eV. As for the charge: +1.

***

(5)
DFT (wB97M-V/def2-TZVPD) results for an isolated molecule of C2H4N2O2S in a non-equilibrium geometry.

CARTESIAN COORDINATES (ANGSTROEM)
O 0.154 1.348 2.191
C 0.079 0.615 1.214
N 1.310 0.107 0.664
O 1.091 -1.042 -0.276
C 0.659 -0.418 -1.484
S -1.090 -0.285 -1.315
N -1.163 0.075 0.563
H 2.011 0.021 1.379
H 1.087 -0.945 -2.429
H 1.129 0.551 -1.496
H -2.197 0.029 1.290

Its HOMO energy is -8.8 eV. Its multiplicity is 1. As for the total energy: -736.63325 Ha. The frontier orbital gap is 8.57 eV. As for the structure (SMILES): O=C1NOCSN1. For the relative energy (zero: lowest compared OMol25 entry of this formula, charge and spin), the calculation gives 4.671 eV. As for the charge: 0.

***

(6)
DFT (wB97M-V/def2-TZVPD) results for a structure of composition C10H14BMnN7O2 in a non-equilibrium geometry.

CARTESIAN COORDINATES (ANGSTROEM)
H 0.965 3.307 0.222
N 0.539 1.764 -1.150
B 0.163 0.343 -3.213
N 0.540 1.675 -2.506
C 0.900 2.870 -3.041
Mn 0.000 0.000 0.000
H 0.958 2.994 -4.122
C 1.142 3.763 -1.997
H 1.448 4.805 -2.072
C 0.900 3.016 -0.826
H 0.225 0.476 -4.414
C -0.519 -1.702 1.050
H -0.495 -1.545 2.140
H 0.182 -2.516 0.790
H -1.538 -2.011 0.756
N -1.278 -0.053 -2.789
N 1.146 -0.763 -2.742
N -1.583 -0.246 -1.480
N 1.252 -1.076 -1.425
C -2.388 -0.239 -3.549
C 2.007 -1.527 -3.464
H -2.340 -0.125 -4.632
H 2.066 -1.416 -4.546
C -3.448 -0.564 -2.703
C 2.693 -2.364 -2.583
C -2.888 -0.553 -1.410
C 2.181 -2.039 -1.311
H -4.479 -0.775 -2.982
H 3.456 -3.101 -2.828
H -3.350 -0.745 -0.441
H 2.432 -2.439 -0.329
H -0.888 0.785 1.024
O 1.495 0.996 3.339
N 1.084 0.179 2.569
O 1.396 0.217 1.304

Its HOMO energy (spin up / spin down) is -7.0 / -9.3 eV. Its multiplicity is 6. As for the total energy: -2098.96000 Ha. The frontier orbital gap (spin up / spin down) is 6.07 / 7.24 eV. As for the expectation value of S²: 9.030. For the relative energy (zero: lowest compared OMol25 entry of this formula, charge and spin), the calculation gives 3.291 eV. As for the charge: 0.

***

Please write out number 2 again, unchanged.
DFT (wB97M-V/def2-TZVPD) results for a cluster of 8 separate species, C10H35ClNO11 in total in a non-equilibrium geometry.

CARTESIAN COORDINATES (ANGSTROEM)
Cl 0.298 -0.992 -1.584
O -0.951 -0.349 -2.063
O 0.084 -2.252 -0.929
O 1.102 -1.230 -2.751
O 0.992 -0.127 -0.637
O -2.457 -1.494 0.435
H -1.848 -1.198 1.111
H -1.945 -1.477 -0.373
O -0.628 -0.728 2.359
H 0.108 -0.328 1.896
H -0.352 -0.749 3.275
O 1.716 2.109 -3.105
H 0.780 1.922 -3.026
H 2.145 1.374 -2.667
C -3.948 2.364 0.554
C -3.896 2.726 -0.933
C -2.579 3.336 -1.325
O -2.427 3.659 -2.682
C -1.288 4.427 -2.958
N -3.890 1.392 -1.609
H -4.885 1.840 0.745
H -3.858 3.230 1.210
H -3.187 1.623 0.801
H -4.760 3.305 -1.261
H -1.863 2.737 -0.763
H -2.399 4.221 -0.716
H -1.414 4.719 -4.001
H -0.418 3.778 -2.869
H -1.152 5.213 -2.215
H -3.719 1.611 -2.580
H -2.926 1.128 -1.463
C 3.979 -2.797 1.975
C 3.726 -2.916 0.517
O 3.956 -1.848 -0.317
H 3.889 -1.764 2.309
H 4.965 -3.211 2.188
H 3.334 -3.508 2.491
H 2.700 -3.268 0.413
H 4.389 -3.719 0.194
H 3.099 -1.599 -0.670
C 0.689 3.264 0.405
C 1.507 3.320 1.747
O 1.767 4.541 2.330
H -0.274 3.759 0.531
H 0.653 2.206 0.144
H 1.153 3.730 -0.465
H 2.470 2.818 1.649
H 0.838 2.743 2.385
H 2.006 4.402 3.249
C 0.463 -6.740 1.187
C 0.798 -5.401 0.743
O -0.097 -4.557 1.373
H 1.069 -7.494 0.686
H -0.550 -6.889 0.810
H 0.620 -6.760 2.265
H 0.669 -5.276 -0.332
H 1.747 -5.177 1.231
H 0.001 -3.648 1.082

Its HOMO energy (spin up / spin down) is -9.3 / -9.3 eV. Its multiplicity is 2. As for the total energy: -1744.07598 Ha. The frontier orbital gap (spin up / spin down) is 9.12 / 2.91 eV. As for the expectation value of S²: 0.754. As for the charge: 0.